C78H55NO11P | ωB97M-V with the def2-TZVPD basis set

Geometry as ORCA input:
```
! RIJCOSX wB97M-V def2-TZVPD def2/J DEFGRID3
* xyz 1 1
C 3.051 -2.946 0.348
C 3.221 -2.250 -0.615
P 3.510 -1.341 -2.047
C 4.260 -2.408 -3.300
C 5.589 -1.881 -3.881
C 6.839 -2.376 -3.138
C 6.791 -2.291 -1.605
N 6.612 -3.618 -1.004
C 6.918 -3.766 0.389
C 6.936 -2.565 1.306
O 7.095 -4.870 0.828
H 3.052 -3.526 1.248
H 4.378 -0.297 -1.733
H 2.296 -0.797 -2.473
H 3.515 -2.456 -4.101
H 4.342 -3.421 -2.908
H 5.640 -2.262 -4.902
H 5.567 -0.794 -3.987
H 7.030 -3.407 -3.429
H 7.680 -1.777 -3.487
H 6.026 -1.581 -1.255
H 7.741 -1.901 -1.247
H 5.671 -3.970 -1.142
H 7.737 -2.684 2.031
H 5.991 -2.551 1.851
H 7.074 -1.604 0.817
C -4.134 -2.176 -7.355
C -4.088 -3.350 -8.099
C -3.225 -4.373 -7.738
C -2.396 -4.223 -6.633
C -2.434 -3.036 -5.891
C -3.309 -2.020 -6.253
C -1.537 -2.833 -4.728
O -1.550 -1.809 -4.075
C -0.583 -3.929 -4.383
C 0.293 -3.742 -3.323
C 1.191 -4.740 -2.985
C 1.209 -5.939 -3.692
C 0.331 -6.130 -4.746
C -0.561 -5.123 -5.099
C -1.483 -5.337 -6.258
O -1.472 -6.384 -6.865
H -4.817 -1.382 -7.629
H -4.729 -3.467 -8.962
H -3.185 -5.291 -8.308
H -3.338 -1.110 -5.670
H 0.259 -2.811 -2.770
H 1.877 -4.592 -2.158
H 1.906 -6.721 -3.421
H 0.331 -7.056 -5.306
C -9.302 3.146 -6.834
C -10.289 3.383 -5.883
C -10.549 2.441 -4.901
C -9.829 1.253 -4.871
C -8.851 1.008 -5.837
C -8.585 1.961 -6.812
C -8.079 -0.265 -5.842
O -7.210 -0.467 -6.666
C -8.395 -1.278 -4.797
C -7.719 -2.493 -4.807
C -7.992 -3.443 -3.839
C -8.937 -3.183 -2.851
C -9.615 -1.976 -2.838
C -9.351 -1.022 -3.813
C -10.109 0.263 -3.792
O -10.921 0.496 -2.923
H -9.092 3.888 -7.594
H -10.852 4.307 -5.907
H -11.309 2.618 -4.152
H -7.817 1.772 -7.550
H -6.984 -2.684 -5.578
H -7.470 -4.391 -3.851
H -9.147 -3.926 -2.094
H -10.354 -1.764 -2.077
C 6.115 2.529 6.616
C 6.076 2.351 7.994
C 6.586 1.193 8.558
C 7.127 0.205 7.747
C 7.156 0.379 6.361
C 6.654 1.548 5.802
C 7.702 -0.677 5.466
O 7.729 -0.523 4.259
C 8.206 -1.932 6.092
C 8.685 -2.952 5.280
C 9.165 -4.122 5.843
C 9.174 -4.277 7.225
C 8.697 -3.265 8.041
C 8.206 -2.093 7.479
C 7.676 -1.028 8.378
O 7.687 -1.165 9.583
H 5.719 3.436 6.178
H 5.640 3.110 8.628
H 6.563 1.046 9.629
H 6.689 1.678 4.729
H 8.681 -2.820 4.207
H 9.534 -4.915 5.207
H 9.555 -5.189 7.665
H 8.699 -3.374 9.117
C 0.064 5.149 9.091
C -1.156 4.842 9.684
C -1.318 3.645 10.361
C -0.263 2.745 10.442
C 0.957 3.047 9.833
C 1.118 4.254 9.164
C 2.093 2.085 9.878
O 3.159 2.343 9.356
C 1.884 0.787 10.578
C 2.916 -0.144 10.596
C 2.748 -1.350 11.254
C 1.549 -1.630 11.901
C 0.515 -0.708 11.883
C 0.677 0.500 11.217
C -0.456 1.470 11.191
O -1.500 1.229 11.757
H 0.191 6.089 8.570
H -1.980 5.540 9.619
H -2.260 3.398 10.832
H 2.070 4.481 8.705
H 3.847 0.086 10.094
H 3.552 -2.073 11.267
H 1.421 -2.571 12.421
H -0.421 -0.916 12.381
C -1.330 8.225 -6.805
C -2.320 8.360 -7.772
C -3.498 7.640 -7.665
C -3.688 6.775 -6.594
C -2.686 6.628 -5.631
C -1.511 7.362 -5.739
C -2.848 5.683 -4.490
O -1.978 5.555 -3.653
C -4.109 4.892 -4.415
C -4.272 3.972 -3.387
C -5.440 3.234 -3.296
C -6.455 3.416 -4.229
C -6.297 4.329 -5.258
C -5.125 5.066 -5.358
C -4.970 6.023 -6.490
O -5.858 6.181 -7.301
H -0.414 8.796 -6.887
H -2.173 9.030 -8.608
H -4.278 7.741 -8.407
H -0.747 7.248 -4.982
H -3.478 3.842 -2.664
H -5.564 2.516 -2.496
H -7.371 2.841 -4.156
H -7.081 4.472 -5.986
*
```

Output
F_max = 0.01736 hartree/bohr
frontier orbital gap = 7.294 eV
energy above the lowest of the compared OMol25 structures with the same formula, charge and spin = 0.0 kcal per mole
HOMO = -10.945 eV
DFT total energy = -115073.778 eV

These are the Löwdin partial charges, in e, on atoms 1 to 2: 0.156, -0.292